(1)
ORCA calculation (ωB97M-V/def2-TZVPD) on a structure of composition C15H22BCl2N3O2S2Tl.

Structure (XYZ):
```
48
Properties=species:S:1:pos:R:3
Tl -1.26 -0.36 2.20
Cl -3.63 1.93 -0.62
Cl -0.81 1.90 0.19
S 3.63 -1.36 -0.10
S 0.81 -2.26 0.56
O 0.66 -0.70 -1.78
O -0.63 -2.59 -1.79
N 2.11 -0.05 1.65
N 1.06 0.32 2.32
N -0.99 1.54 3.80
C 1.33 1.36 3.21
C -2.40 2.64 0.44
C 4.34 -2.75 0.86
C -0.13 -0.63 -2.98
C 0.26 -2.98 -3.96
C 0.35 1.94 3.96
C -2.10 -2.18 -3.66
C 2.21 -1.05 0.85
C -0.33 3.52 5.69
C -1.69 3.09 5.51
C -1.91 2.12 4.57
C 0.75 -0.15 -4.12
C -0.67 -2.09 -3.13
C 0.64 2.97 4.94
C -1.24 0.39 -2.72
B 0.26 -1.81 -1.07
H -2.93 1.76 4.42
H -2.35 -3.23 -3.83
H 2.36 1.67 3.33
H 1.65 -0.76 -4.22
H 0.30 -2.64 -5.00
H -0.12 -4.00 -3.93
H 1.26 -2.97 -3.54
H -0.11 4.28 6.43
H -1.84 0.08 -1.86
H -1.89 0.50 -3.59
H 0.20 -0.16 -5.06
H 3.60 -3.54 0.90
H 1.68 3.27 5.06
H -2.69 2.47 1.47
H 1.07 0.88 -3.91
H -2.80 -1.78 -2.93
H -2.19 -1.64 -4.60
H -2.33 3.70 0.21
H -0.79 1.35 -2.49
H 4.56 -2.40 1.87
H 5.24 -3.09 0.36
H -2.50 3.51 6.09
```

Results
Max |F|: 1.39 eV/Å
Lowest unoccupied orbital energy: 2.46 eV
HOMO-LUMO gap: 4.37 eV
Energy above the lowest of the compared OMol25 structures with the same formula, charge and spin: 0.867 eV
2S+1: 1
Net charge: -1
HOMO: -1.91 eV

(2)
ORCA calculation (ωB97M-V/def2-TZVPD) on a structure of composition C15H22BN7OPd.

Structure (XYZ):
```
47
Properties=species:S:1:pos:R:3
Pd 0.12 -0.05 2.03
O -0.44 -0.62 4.39
N -0.83 -1.46 0.82
N -0.70 -1.24 -0.52
N -1.16 -0.19 3.62
N -0.69 1.28 -0.47
N 1.50 0.04 -0.58
N -0.80 1.48 0.80
N 1.77 0.02 0.75
C -1.82 -3.13 -0.24
C -1.82 -3.12 2.37
C 2.73 0.04 -2.76
C -1.30 2.34 -1.17
C -1.34 -2.36 -2.67
C 3.74 0.00 2.25
C 3.70 0.02 -0.36
C -1.80 3.22 -0.22
C -1.30 -2.26 -1.18
C -1.34 2.39 -2.63
C 2.66 0.04 -1.27
C -1.75 3.17 2.37
C 3.10 0.01 0.91
C -1.50 -2.59 1.01
C -1.48 2.69 1.01
B 0.06 -0.03 -1.07
H 4.34 0.89 2.40
H -0.33 2.37 -3.04
H -2.27 -4.10 2.29
H -2.53 -2.47 2.89
H -1.87 -1.52 -3.11
H -2.32 4.15 -0.42
H -0.34 -2.40 -3.09
H -1.61 4.25 2.43
H 2.24 -0.85 -3.17
H 2.99 -0.05 3.04
H -0.01 0.02 -2.25
H 4.75 0.02 -0.58
H -1.85 3.29 -2.97
H -1.85 1.51 -3.03
H -2.80 2.98 2.63
H 3.76 0.04 -3.09
H -0.92 -3.22 2.97
H -1.12 2.69 3.11
H -1.86 -3.27 -2.95
H 4.39 -0.87 2.35
H -2.35 -4.05 -0.44
H 2.24 0.92 -3.18
```

Results
Max |F|: 0.20 eV/Å
Lowest unoccupied orbital energy (alpha / beta): -7.93 / -10.25 eV
HOMO-LUMO gap (alpha / beta): 7.28 / 4.93 eV
Energy above the lowest of the compared OMol25 structures with the same formula, charge and spin: 0.489 eV
2S+1: 3
Net charge: +2
HOMO (alpha / beta): -15.21 / -15.18 eV

(3)
ORCA calculation (ωB97M-V/def2-TZVPD) on the molecule C15H22BrNO.

Structure (XYZ):
```
40
Properties=species:S:1:pos:R:3
Br -2.28 2.14 -0.21
O 0.39 1.42 0.67
N 2.17 -2.20 -2.06
C 3.53 -2.40 -1.61
C -0.12 0.40 2.84
C -2.43 0.36 3.53
C 1.97 -0.41 0.35
C 1.24 -3.27 -1.72
C 2.04 -2.06 -3.50
C -1.82 1.30 1.42
C 0.53 -2.15 -3.75
C -0.46 1.02 1.65
C 3.45 -0.77 0.35
C -2.79 0.98 2.34
C 0.00 -2.94 -2.54
C -1.10 0.07 3.77
C 1.75 1.06 0.72
C 3.71 -2.21 -0.11
H 4.16 -1.68 -2.14
H 1.57 -0.58 -0.65
H 4.00 -0.08 -0.30
H 3.85 -0.65 1.36
H 0.09 -1.15 -3.77
H -3.18 0.10 4.26
H -0.53 -3.84 -2.84
H 3.90 -3.41 -1.89
H -0.81 -0.41 4.69
H -0.69 -2.32 -1.96
H 2.18 1.28 1.71
H 4.74 -2.47 0.14
H 0.91 0.17 3.06
H 1.65 -4.26 -2.00
H 0.32 -2.64 -4.69
H 1.44 -1.05 1.05
H 1.05 -3.27 -0.65
H -3.82 1.21 2.13
H 2.23 1.71 -0.01
H 2.57 -2.87 -4.04
H 2.46 -1.10 -3.82
H 3.06 -2.89 0.44
```

Results
Max |F|: 0.55 eV/Å
Lowest unoccupied orbital energy: 0.85 eV
HOMO-LUMO gap: 9.29 eV
Structure (SMILES): Brc1ccccc1OCCCCCN1CCCC1
Energy above the lowest of the compared OMol25 structures with the same formula, charge and spin: 0.157 eV
2S+1: 1
HOMO: -8.44 eV

(4)
ORCA calculation (ωB97M-V/def2-TZVPD) on a cluster of 8 separate species, C15H22Cl14FO in total.

Structure (XYZ):
```
53
Properties=species:S:1:pos:R:3
Cl -2.77 2.58 6.30
Cl 0.00 1.69 -3.82
Cl -1.21 9.51 5.00
Cl -0.25 3.97 5.75
Cl -0.75 -7.31 -7.83
Cl -1.82 -0.74 -1.86
Cl 0.65 -3.76 -1.20
Cl 5.01 2.90 -2.14
Cl -2.22 6.87 4.19
Cl 2.56 1.39 -1.53
Cl -1.79 -8.42 -5.32
Cl -0.73 2.98 -1.29
Cl -4.27 0.78 -2.40
Cl 0.69 -4.91 -3.92
F -1.62 1.55 2.16
O 1.27 -0.03 0.59
C -3.20 -0.52 -2.94
C -1.71 3.27 5.05
C -0.40 -7.70 -6.13
C 1.96 -3.31 3.03
C -1.29 7.78 5.38
C -0.06 0.49 0.82
C -0.59 3.17 -3.03
C 0.85 -2.30 1.16
C 2.43 -1.01 2.44
C 1.07 -3.41 1.97
C 1.52 -1.11 1.39
C 3.56 2.11 -2.79
C -0.32 0.84 2.27
C 0.18 -3.55 -2.88
C 2.64 -2.12 3.24
H -0.90 -3.47 -2.93
H 0.15 -2.31 0.34
H -0.14 -6.78 -5.62
H 0.12 3.97 -3.24
H -0.83 -0.21 0.42
H 3.88 1.33 -3.47
H -2.83 -0.27 -3.93
H -0.18 1.41 0.25
H -1.76 7.66 6.35
H -0.58 -0.06 2.85
H 2.12 -4.16 3.68
H 0.65 -2.65 -3.25
H 0.51 -4.32 1.76
H 3.34 -2.05 4.06
H -0.28 7.38 5.40
H 0.42 -8.41 -6.11
H 2.98 2.86 -3.32
H -2.25 4.05 4.53
H -1.43 2.48 4.35
H -1.56 3.42 -3.44
H 2.95 -0.08 2.63
H -3.77 -1.44 -2.98
```

Results
Max |F|: 1.33 eV/Å
Lowest unoccupied orbital energy: 1.92 eV
HOMO-LUMO gap: 4.01 eV
Energy above the lowest of the compared OMol25 structures with the same formula, charge and spin: 0.000 eV
2S+1: 1
Net charge: -1
HOMO: -2.09 eV

(5)
ORCA calculation (ωB97M-V/def2-TZVPD) on the ion C15H22Cl2F2N2O3P with charge +1.

Structure (XYZ):
```
47
Properties=species:S:1:pos:R:3
Cl -1.73 2.34 -2.20
Cl -2.48 -0.28 -3.61
P 0.71 -0.16 3.98
F -5.26 1.43 1.47
F 2.29 1.76 -0.84
O -3.42 2.31 2.31
O 1.16 -1.55 4.07
O 3.01 -0.33 0.62
N 0.16 0.27 2.32
N -1.16 0.09 2.32
C -2.57 -0.36 -1.84
C -1.86 -1.62 -1.36
C -1.17 0.76 0.02
C -3.95 1.42 1.79
C 0.98 0.53 -2.36
C -2.14 0.99 -1.14
C 3.44 -2.60 -0.03
C -3.30 0.11 1.39
C -1.82 0.31 1.21
C 2.40 0.65 1.41
C 0.21 0.95 0.05
C 1.70 1.15 -3.55
C 0.97 1.47 -1.17
C 2.56 -1.68 0.80
C 0.89 0.64 1.26
H 4.15 -3.14 0.59
H 1.63 0.85 4.25
H -2.15 -1.86 -0.33
H -0.77 -1.54 -1.38
H 2.61 -1.94 1.86
H -3.63 -0.47 -1.63
H -3.80 -0.33 0.53
H -0.03 0.23 -2.63
H 2.69 0.56 2.46
H 0.52 2.43 -1.43
H -3.06 1.37 -0.69
H 2.77 1.61 1.06
H 1.52 -0.37 -2.03
H 2.83 -3.34 -0.56
H 1.47 2.22 -3.64
H 1.44 0.65 -4.47
H 3.97 -2.01 -0.77
H -3.45 -0.58 2.22
H 1.51 -1.75 0.48
H 2.78 1.08 -3.42
H -2.15 -2.46 -1.98
H -0.47 0.20 4.62
```

Results
Max |F|: 1.18 eV/Å
Lowest unoccupied orbital energy: -5.17 eV
HOMO-LUMO gap: 8.45 eV
Structure (SMILES): CCOCc1c([C@@H](F)CC)c([C@@H](Cl)[C@H](C)Cl)c(CC(=O)F)n[n+]1[PH2]=O
Energy above the lowest of the compared OMol25 structures with the same formula, charge and spin: 0.000 eV
2S+1: 1
Net charge: +1
HOMO: -13.62 eV

(6)
ORCA calculation (ωB97M-V/def2-TZVPD) on the molecule C15H22ClNO2.

Structure (XYZ):
```
41
Properties=species:S:1:pos:R:3
Cl 6.60 1.45 0.37
O -2.52 -3.52 -1.09
O 1.01 1.06 -1.34
N -2.08 -1.67 1.01
C -1.61 -0.57 1.82
C 4.95 1.37 -0.13
C 0.12 2.16 -1.41
C 2.29 1.25 -0.93
C -0.64 0.43 1.16
C 3.04 0.08 -0.77
C -1.06 -2.64 0.64
C -1.75 -3.87 0.04
C -3.49 -2.56 -0.75
C 4.36 0.13 -0.37
C 4.22 2.53 -0.29
C -2.84 -1.30 -0.17
C 2.90 2.47 -0.69
C -0.36 2.66 -0.04
C -1.33 1.69 0.65
H -1.13 -1.02 2.69
H 4.93 -0.77 -0.25
H -0.73 1.78 -1.98
H -1.78 2.21 1.50
H -2.13 1.43 -0.04
H -3.62 -0.59 0.12
H 2.57 -0.87 -0.96
H -2.50 -0.03 2.17
H -4.19 -2.97 -0.01
H 4.69 3.49 -0.10
H -2.20 -0.84 -0.95
H 0.58 2.98 -1.97
H 0.50 2.83 0.61
H -0.35 -2.24 -0.10
H -1.02 -4.60 -0.29
H 0.13 0.71 1.88
H -4.02 -2.33 -1.67
H 2.35 3.40 -0.80
H -2.40 -4.32 0.81
H -0.14 -0.07 0.33
H -0.86 3.61 -0.20
H -0.51 -2.93 1.54
```

Results
Max |F|: 0.54 eV/Å
Lowest unoccupied orbital energy: 0.80 eV
HOMO-LUMO gap: 9.25 eV
Structure (SMILES): Clc1ccc(OCCCCCN2CCOCC2)cc1
Energy above the lowest of the compared OMol25 structures with the same formula, charge and spin: 0.214 eV
2S+1: 1
HOMO: -8.45 eV

(7)
ORCA calculation (ωB97M-V/def2-TZVPD) on a structure of composition C15H22F3N2.

Structure (XYZ):
```
42
Properties=species:S:1:pos:R:3
F -1.93 -5.47 0.81
F -3.71 -4.32 1.44
F -2.06 -4.60 2.84
N 1.31 -0.07 -1.56
N -0.15 1.64 0.22
C 1.88 -1.44 -1.66
C -2.33 -2.44 -0.03
C 1.66 0.76 -2.72
C -1.72 -1.30 -0.55
C 0.13 0.19 -0.89
C 1.63 2.69 1.53
C 0.22 -1.66 0.89
C -0.44 -0.94 -0.12
C -2.35 -4.37 1.52
C -1.68 -3.14 0.97
C 1.39 3.55 0.27
C 0.69 1.49 1.48
C 0.26 2.90 -0.52
C -1.63 1.78 0.61
C -0.43 -2.78 1.44
H 2.31 3.56 -0.33
H 1.22 0.54 1.45
H 2.63 0.40 -3.07
H 0.06 -3.35 2.23
H -0.63 3.53 -0.58
H -2.02 0.82 0.95
H 2.39 -1.75 -0.73
H 1.17 4.59 0.48
H -0.57 0.76 -1.50
H 1.49 3.25 2.46
H 2.60 -1.42 -2.48
H 1.70 1.82 -2.45
H -0.03 1.46 2.31
H 2.66 2.35 1.55
H -2.22 -0.66 -1.30
H -2.24 2.13 -0.25
H 1.12 -2.20 -1.92
H 0.93 0.62 -3.54
H 1.20 -1.37 1.27
H -3.30 -2.74 -0.40
H -1.78 2.54 1.41
H 0.55 2.64 -1.55
```

Results
Max |F|: 1.57 eV/Å
Lowest unoccupied orbital energy: -2.94 eV
HOMO-LUMO gap: 9.89 eV
Energy above the lowest of the compared OMol25 structures with the same formula, charge and spin: 0.721 eV
2S+1: 1
Net charge: +1
HOMO: -12.83 eV

(8)
ORCA calculation (ωB97M-V/def2-TZVPD) on a cluster of 4 separate species, C15H22F3O12PS in total.

Structure (XYZ):
```
54
Properties=species:S:1:pos:R:3
S 1.43 -4.11 -1.49
P -0.90 -2.37 -1.53
F -1.85 1.94 -4.16
F 2.79 1.14 3.67
F 1.56 5.44 -0.40
O -4.36 -1.66 -3.43
O 1.55 -3.60 -2.83
O 0.79 4.57 1.54
O -2.85 0.02 -3.51
O 2.72 -3.36 -0.67
O 0.26 -3.34 -0.70
O 0.78 0.39 2.97
O 0.44 -1.26 4.43
O 2.72 4.14 2.57
O -4.13 -0.39 -5.28
O 0.79 3.40 3.47
O -0.97 -1.01 2.70
C -2.62 -3.04 0.68
C -3.84 -0.77 -4.01
C 1.38 3.97 2.62
C 3.06 4.75 1.32
C 1.69 -0.65 4.79
C -0.01 -0.66 3.31
C -0.83 -0.78 -0.63
C -2.25 0.71 -4.58
C 3.03 -1.53 0.74
C 2.52 -2.74 0.53
C -3.40 0.80 -5.58
C -2.41 -3.15 -0.83
C 1.59 0.69 4.10
C 0.16 0.20 -1.26
C 1.75 5.41 0.94
H -2.49 -2.03 1.05
H -2.32 -4.20 -1.11
H 1.11 1.47 4.69
H -4.02 1.68 -5.38
H 1.93 -3.27 1.27
H -1.38 0.16 -4.93
H 3.32 3.97 0.60
H -1.86 -0.41 -0.70
H -1.92 -3.68 1.23
H 2.51 -1.24 4.38
H 3.52 -1.30 1.68
H 3.01 -0.74 -0.01
H -3.08 0.80 -6.61
H 3.89 5.44 1.44
H 1.18 -0.07 -1.00
H -0.04 1.21 -0.91
H 1.79 -0.58 5.87
H -0.63 -0.94 0.43
H -3.63 -3.35 0.94
H -3.24 -2.67 -1.37
H 0.10 0.18 -2.35
H 1.63 6.43 1.33
```

Results
Max |F|: 1.49 eV/Å
Lowest unoccupied orbital energy: 0.56 eV
HOMO-LUMO gap: 8.95 eV
2S+1: 1
HOMO: -8.40 eV

Number 1: energy -2813.74014 Eh, molar mass 626.60 g/mol. Number 2: energy -1195.42585 Eh, molar mass 433.62 g/mol. Number 3: energy -3288.76216 Eh, molar mass 312.25 g/mol. Number 4: energy -7202.45788 Eh, molar mass 733.68 g/mol. Number 5: energy -2381.19932 Eh, molar mass 418.23 g/mol. Number 6: energy -1250.17069 Eh, molar mass 283.80 g/mol. Number 7: energy -993.60321 Eh, molar mass 287.35 g/mol. Number 8: energy -2526.76484 Eh, molar mass 514.36 g/mol.